72
Properties=species:S:1:pos:R:3:forces:R:3 method="wB97M-V/def2-TZVPD" homo_energy_ev=-6.2232 lumo_ev=-0.4 max_force_ev_per_a=2.0 gap_ev=5.847
Pt 0.509242 -1.208339 0.326544 0.8 -0.9 0.5
C 4.528478 -1.780318 0.340552 -0.3 0.0 0.8
P 2.888259 -1.187620 -0.207414 -1.1 0.6 -1.5
C 3.284818 0.486948 -0.797702 0.2 -0.1 0.1
C 2.749283 -2.168861 -1.768492 0.1 -0.1 0.1
C 3.573292 -1.937653 -2.863307 0.0 0.0 0.0
C 3.402998 -2.655526 -4.038794 0.0 0.0 0.0
C 2.404837 -3.612984 -4.127562 0.0 0.0 0.0
C 1.590227 -3.869638 -3.033829 0.1 -0.1 0.1
C 1.774569 -3.174585 -1.844805 -0.1 0.2 0.0
P 0.726648 -3.364854 -0.366535 0.4 -0.3 0.0
C 1.713482 -4.434808 0.740039 -0.1 0.0 0.0
C -0.610253 -4.489618 -0.829866 -0.2 0.2 0.0
H 5.197452 -1.718382 -0.515467 0.0 0.0 0.0
H 4.484044 -2.809858 0.691704 0.0 0.0 0.0
H 4.903032 -1.154024 1.150856 0.0 0.0 0.0
H 4.222973 0.518137 -1.353100 0.0 0.0 0.0
H 3.355995 1.141414 0.071851 0.0 0.0 0.0
H 2.456169 0.840584 -1.406692 0.0 0.0 0.0
H 4.332188 -1.165595 -2.822844 0.0 0.0 0.0
H 4.036533 -2.450322 -4.891620 0.0 0.0 0.0
H 2.255996 -4.158285 -5.050136 0.0 0.0 0.0
H 0.810998 -4.616788 -3.113677 0.0 0.0 0.0
H 2.091559 -5.304780 0.201801 0.0 0.0 0.0
H 1.076487 -4.769099 1.560517 0.0 0.0 0.0
H 2.545172 -3.877730 1.164838 0.0 0.0 0.0
H -0.205681 -5.437982 -1.182139 0.0 0.0 0.0
H -1.247387 -4.037639 -1.590288 0.0 0.0 0.0
H -1.225282 -4.657172 0.053899 0.0 0.0 0.0
C -0.570855 -0.978752 3.535770 0.1 -0.1 0.0
N -1.944360 -0.712675 3.163712 0.0 0.3 -0.1
C -2.897517 -0.189894 4.006683 -0.1 -0.1 0.0
C -4.025357 -0.050522 3.274388 0.0 0.0 0.0
N -3.768659 -0.460579 1.992782 0.0 0.1 -0.1
B -4.942505 -0.403681 0.899078 -0.1 -0.1 -0.1
N -4.352587 -0.235849 -0.507729 0.2 -0.1 0.0
C -4.355512 -1.175691 -1.516765 0.0 0.0 0.0
C -3.548451 -0.741711 -2.505332 0.0 0.0 0.0
N -3.057126 0.490276 -2.106481 0.1 -0.1 0.0
C -2.030400 1.255483 -2.773727 0.0 0.0 0.0
C -3.550304 0.798230 -0.874413 -0.2 0.2 0.0
S -3.269550 2.224035 -0.025515 0.2 0.0 0.0
C -2.498293 -0.857479 1.934086 0.0 0.0 0.0
S -1.781160 -1.688159 0.578558 0.2 0.3 0.0
H -0.392939 -0.555287 4.520888 0.0 0.0 0.0
H 0.106151 -0.517909 2.820043 0.0 0.1 0.1
H -0.380745 -2.053142 3.554751 0.0 0.0 0.0
H -2.693335 0.013918 5.042155 0.0 0.1 0.0
H -4.999775 0.304170 3.556098 0.0 0.1 0.0
H -5.529209 -1.462413 0.964563 0.0 0.0 -0.1
H -5.620211 0.548732 1.179392 0.0 -0.1 0.2
H -4.940313 -2.074783 -1.441409 0.0 0.0 0.0
H -3.280976 -1.188210 -3.446608 0.0 0.0 0.0
H -2.020178 0.990505 -3.829977 0.0 0.0 0.0
H -1.053646 1.053457 -2.327401 0.0 0.0 0.0
H -2.241681 2.315950 -2.652766 0.0 0.0 0.0
F 0.876191 7.962325 2.754937 0.0 0.0 0.0
C 0.879763 7.626796 1.448416 0.0 0.0 0.0
F -0.176473 8.256122 0.894355 0.0 0.0 0.0
F 1.984921 8.172267 0.908171 0.0 0.0 0.0
C 0.816838 6.142097 1.254511 0.0 0.0 0.0
C 1.757300 5.483223 0.479129 0.0 0.0 0.0
C 1.679502 4.107655 0.332829 0.0 0.0 0.0
C 0.667514 3.377815 0.957605 0.0 0.0 0.0
C -0.287761 4.060049 1.718319 0.0 0.0 0.0
C -0.212727 5.431411 1.862389 0.0 0.0 0.0
C 0.604371 1.953254 0.820365 -0.1 0.0 0.1
C 0.510950 0.750092 0.710572 -0.1 0.1 0.1
H 2.544097 6.040041 -0.010223 0.0 0.0 0.0
H 2.413917 3.588434 -0.269504 0.0 0.0 0.0
H -1.087225 3.498033 2.179690 0.0 0.0 0.0
H -0.957817 5.957747 2.445275 0.0 0.0 0.0

117
Properties=species:S:1:pos:R:3:forces:R:3 method="wB97M-V/def2-TZVPD" homo_energy_ev="-9.4066 / -9.1617" lumo_ev="-2.7 / -2.7" max_force_ev_per_a=1.0 spin_multiplicity=2 s2=0.8329 total_charge=+1 gap_ev="6.716 / 6.462"
Fe -0.398420 -0.175941 0.691341 0.7 0.4 -0.6
C 4.072591 -1.197564 0.639635 0.0 -0.1 0.1
N 2.684065 -0.801489 0.946816 0.0 -0.1 0.0
P 2.438239 0.125964 2.284354 0.0 -0.1 -0.1
C 3.580912 -0.316729 3.576310 0.1 0.1 0.0
C 4.567550 0.596335 3.949363 0.0 0.0 0.0
C 5.447642 0.282786 4.973687 0.0 0.0 0.0
C 5.337675 -0.930446 5.634135 0.0 0.0 0.0
C 4.350663 -1.839070 5.272431 0.0 0.0 0.0
C 3.478132 -1.539943 4.243620 0.0 0.0 0.0
C 2.563571 1.865492 1.958419 -0.1 0.0 -0.1
C 3.376667 2.314798 0.921632 0.0 0.0 0.0
C 3.462406 3.672795 0.656843 0.0 0.0 0.0
C 2.729934 4.572520 1.418103 0.0 0.0 0.0
C 1.931755 4.124313 2.464155 0.0 0.0 0.0
C 1.851823 2.770873 2.746272 0.0 0.0 0.0
P 1.278856 -1.366473 -0.024819 0.4 0.0 0.2
C 1.361826 -3.156372 0.321513 -0.1 0.0 -0.1
C 1.904785 -3.684399 1.484296 0.1 0.0 0.0
C 1.826268 -5.044397 1.751075 0.0 0.0 0.0
C 1.191463 -5.889201 0.854341 0.0 0.0 0.0
C 0.644768 -5.370706 -0.312147 0.0 0.0 0.0
C 0.731351 -4.014133 -0.578888 0.0 0.0 0.0
C 1.896338 -1.383893 -1.752183 0.0 -0.1 0.0
C 1.054449 -0.792902 -2.691340 0.0 0.0 0.0
C 1.330517 -0.857157 -4.049752 0.0 0.0 0.0
C 2.464221 -1.524342 -4.486990 0.0 0.0 0.0
C 3.299299 -2.145450 -3.566073 0.0 0.0 0.0
C 3.008963 -2.092043 -2.212091 0.0 0.0 0.0
H 4.756044 -0.842161 1.409808 0.0 0.0 0.0
H 4.380825 -0.776306 -0.316267 0.0 0.0 0.0
H 4.153045 -2.284463 0.598558 0.0 0.0 0.0
H 4.644662 1.554075 3.451592 0.0 0.0 0.0
H 6.210542 0.993110 5.261416 0.0 0.0 0.0
H 6.016795 -1.168133 6.441999 0.0 0.0 0.0
H 4.254583 -2.777478 5.801230 0.0 0.0 0.0
H 2.700219 -2.246338 3.990118 0.0 0.0 0.0
H 3.930533 1.608708 0.314293 0.0 0.0 0.0
H 4.091653 4.027551 -0.148682 0.0 0.0 0.0
H 2.782327 5.630579 1.197466 0.0 0.0 0.0
H 1.372541 4.832092 3.061333 0.0 0.0 0.0
H 1.237041 2.414641 3.563506 0.0 0.0 0.0
H 2.411292 -3.034179 2.183389 0.0 0.0 0.0
H 2.260174 -5.442639 2.659403 0.0 0.0 0.0
H 1.124999 -6.948959 1.060973 0.0 0.0 0.0
H 0.147580 -6.025912 -1.015318 0.0 0.0 0.0
H 0.295868 -3.619902 -1.490294 0.0 0.0 0.0
H 0.171001 -0.281785 -2.335511 0.0 0.0 0.0
H 0.659851 -0.392665 -4.762121 0.0 0.0 0.0
H 2.689231 -1.579797 -5.544009 0.0 0.0 0.0
H 4.167403 -2.693958 -3.907392 0.0 0.0 0.0
H 3.635121 -2.640852 -1.522569 0.0 0.0 0.0
O -0.766700 -2.451875 6.569305 0.0 0.0 0.0
C -0.559833 -2.059709 5.462939 0.0 0.0 0.0
C 0.390440 -0.920803 5.042060 0.0 0.0 -0.1
O 1.021752 -0.184416 5.768175 0.0 0.0 0.0
C 0.341044 -0.954613 3.612423 -0.1 -0.1 -0.2
C -0.591268 -1.806916 3.029129 0.4 -0.2 -0.1
O -0.863808 -1.894191 1.809718 -0.7 0.5 0.4
C -1.218260 -2.593248 4.164221 0.1 0.0 0.0
O -2.083758 -3.412944 4.086321 0.0 0.0 0.0
O 0.951250 -0.004157 2.794689 0.1 0.2 0.2
O -4.021124 5.444105 2.553442 0.0 0.0 0.0
C -4.216925 4.232132 3.250135 0.0 0.0 0.0
C -3.292095 3.187917 2.693119 0.0 0.0 0.0
C -3.181857 1.942779 3.301946 0.0 0.0 0.0
C -2.332095 1.005391 2.757333 0.1 0.0 0.0
N -1.582171 1.226142 1.669131 -0.4 -0.3 0.3
C -1.693284 2.423514 1.083064 0.1 0.0 0.0
C -2.526941 3.423274 1.564961 0.0 0.0 0.0
C -0.800534 2.610279 -0.074030 0.1 0.0 0.1
C -0.869606 3.716290 -0.906801 0.0 0.0 0.0
C 0.065479 3.883088 -1.914575 0.0 0.0 0.0
C 0.050738 5.098393 -2.807736 0.0 0.0 0.0
O 1.012950 6.057622 -2.395394 0.0 0.0 0.0
C 1.063124 2.923895 -2.015617 0.0 0.0 0.0
C 1.054977 1.843865 -1.156267 0.0 0.0 0.1
N 0.122961 1.640435 -0.219504 -0.3 -0.1 -0.3
H -4.655190 6.095097 2.867129 0.0 0.0 0.0
H -5.247193 3.873224 3.144188 0.0 0.0 0.0
H -4.014955 4.347428 4.320670 0.0 0.0 0.0
H -3.746925 1.699100 4.192542 0.0 0.0 0.0
H -2.239074 0.029651 3.213792 0.0 0.0 0.0
H -2.577638 4.387748 1.084645 0.0 0.0 0.0
H -1.654900 4.447330 -0.775594 0.0 0.0 0.0
H -0.915826 5.594821 -2.741625 0.0 0.0 0.0
H 0.205847 4.802325 -3.849618 0.0 0.0 0.0
H 1.893974 5.731297 -2.603208 0.0 0.0 0.0
H 1.842927 2.996466 -2.764658 0.0 0.0 0.0
H 1.835426 1.101767 -1.221166 0.0 0.0 0.0
C -3.124103 -0.411547 -6.874114 0.0 0.0 0.0
C -4.369759 -0.959845 -6.191254 0.0 0.0 0.0
N -4.166764 -1.264899 -4.773557 0.0 0.0 0.0
C -4.000526 -2.659771 -4.380863 0.0 0.0 0.0
C -2.644140 -3.235498 -4.763592 0.0 0.0 0.0
C -4.105133 -0.220496 -3.917719 0.0 0.0 0.0
O -4.220741 0.942297 -4.274560 0.0 0.0 0.0
C -3.846058 -0.517304 -2.464627 0.0 0.0 0.0
C -4.858996 -0.766274 -1.552000 0.0 0.0 0.0
C -4.524760 -0.925125 -0.215525 0.0 0.0 0.0
C -3.196366 -0.821896 0.154085 0.1 0.0 -0.2
N -2.207096 -0.587571 -0.720052 -0.1 0.2 0.4
C -2.543146 -0.436026 -1.997020 0.1 0.0 0.0
H -3.345245 -0.171632 -7.914523 0.0 0.0 0.0
H -2.309350 -1.136258 -6.859123 0.0 0.0 0.0
H -2.797318 0.501103 -6.378030 0.0 0.0 0.0
H -4.699765 -1.881957 -6.671158 0.0 0.0 0.0
H -5.178791 -0.233508 -6.266660 0.0 0.0 0.0
H -4.800208 -3.236664 -4.851279 0.0 0.0 0.0
H -4.146737 -2.741021 -3.306221 0.0 0.0 0.0
H -2.501971 -3.237426 -5.844438 0.0 0.0 0.0
H -2.561594 -4.265123 -4.413749 0.0 0.0 0.0
H -1.836839 -2.653042 -4.313573 0.0 0.0 0.0
H -5.889650 -0.826514 -1.879170 0.0 0.0 0.0
H -5.280928 -1.116942 0.533002 0.0 0.0 0.0
H -2.864194 -0.893210 1.178857 -0.3 -0.3 0.0
H -1.742388 -0.234808 -2.699398 0.0 0.0 0.0

45
Properties=species:S:1:pos:R:3:forces:R:3 method="wB97M-V/def2-TZVPD" homo_energy_ev="-0.0914 / -2.3142" lumo_ev="2.7 / 0.9" max_force_ev_per_a=4.1 spin_multiplicity=5 s2=6.0705 total_charge=-1 gap_ev="2.802 / 3.218"
C 2.018272 -3.853517 -1.821063 -0.1 -0.2 -0.2
C 1.316202 -2.906827 -0.940528 -1.4 -0.6 -2.5
C -0.140131 -2.500479 -0.987295 0.6 -0.6 0.8
C -0.275302 -1.739192 0.339726 -0.6 0.1 -0.1
C 0.965219 -1.734469 0.970134 1.1 -1.1 -0.3
N 1.877086 -2.451951 0.165498 1.3 1.8 3.4
C 1.174875 -1.256604 2.251253 -0.5 0.3 0.3
C 0.053192 -0.791178 2.956060 -0.1 -0.2 -0.5
C -1.213851 -0.779362 2.336154 1.3 -0.3 -0.8
Cl -2.593787 -0.321972 3.252302 -0.5 0.3 0.3
C -1.380275 -1.187826 0.995573 0.6 -0.3 0.3
H 1.302475 -4.258097 -2.546802 0.3 0.1 0.0
H 2.837655 -3.371296 -2.380592 -0.1 -0.2 0.0
H 2.436993 -4.688083 -1.231093 0.1 0.0 -0.1
H -0.731871 -3.441845 -0.914017 -0.2 0.5 -0.3
H 2.844291 -2.631701 0.429548 -0.6 0.2 -0.1
H 2.175769 -1.301398 2.675655 -0.3 0.1 0.2
H 0.144316 -0.465150 3.987460 0.0 0.0 -0.1
H -2.352173 -1.113470 0.508164 0.2 -0.2 0.2
C -0.038159 -0.240728 -2.219184 -0.2 -0.2 -0.1
C -0.560176 -1.703322 -2.202731 -1.1 0.1 -1.6
C -0.331161 -2.421044 -3.544444 1.5 -0.5 0.6
C -0.700431 -3.799079 -3.866622 0.8 -0.1 1.0
C -0.217831 -4.107035 -5.204700 1.5 -0.5 0.3
C 0.482552 -2.943828 -5.703755 1.4 -0.9 0.4
C 0.432980 -1.919923 -4.682662 1.0 -0.1 1.2
Fe -1.384269 -2.517651 -5.231094 -0.3 0.3 -0.1
C -2.116840 -1.466697 -6.745853 -1.0 -1.0 -2.3
C -2.502736 -0.919552 -5.453689 -2.2 0.3 1.9
C -3.196044 -1.967161 -4.714228 -0.2 2.4 0.0
C -3.229294 -3.155555 -5.551779 -1.7 -0.4 -1.0
C -2.568528 -2.843755 -6.802759 -0.1 0.8 -1.0
H -0.915205 0.416891 -2.188549 0.3 0.1 0.2
H 0.606530 -0.033961 -1.357286 -0.1 0.1 -0.1
H 0.509547 0.013333 -3.135156 -0.1 -0.2 0.4
H -1.665892 -1.644753 -2.103757 0.3 0.1 0.0
H -1.217867 -4.475961 -3.180069 0.2 0.1 -0.3
H -0.286547 -5.078363 -5.698102 0.0 0.3 0.1
H 1.035366 -2.869415 -6.640455 -0.2 0.0 0.2
H 0.925616 -0.946023 -4.722485 -0.1 -0.4 -0.2
H -1.670543 -0.904487 -7.565751 -0.3 -0.1 0.2
H -2.389189 0.114775 -5.137816 -0.1 -0.2 -0.1
H -3.687990 -1.848296 -3.752661 0.1 0.0 -0.2
H -3.750750 -4.080972 -5.319240 -0.1 0.3 -0.2
H -2.517520 -3.490861 -7.676783 0.1 0.1 0.3